(1)
The following is a DFT calculation (ωB97M-V/def2-TZVPD) of a structure of composition C35H71Br3ClFN5O12P2.

Each line ends with the Mulliken charge.
Atoms and positions in Å:
C 0.016 6.870 3.258  -0.712
O 0.945 6.817 2.170  -0.368
C 0.320 5.995 1.161  -1.442
C 0.986 6.023 -0.228  -0.071
C -0.074 5.521 -1.312  -1.539
N -0.106 6.346 -2.450  0.426
O -1.417 5.471 -0.742  -0.097
C -2.323 6.488 -1.081  -0.826
C -2.020 7.926 -0.542  0.779
C -2.120 9.030 -1.660  -1.349
O -2.889 8.286 0.534  -0.601
C 0.252 3.984 -1.412  0.189
C -0.871 3.364 -2.297  -1.169
C -2.110 2.679 -1.646  -0.835
C -2.030 2.195 -0.200  0.295
O -1.962 2.862 0.761  -0.430
O -2.048 0.831 0.013  -0.355
C 1.793 3.516 -1.629  0.763
C 2.038 3.937 -3.100  -0.799
C 3.266 3.775 -4.011  -0.147
O 3.743 2.799 -4.381  -0.306
Cl 4.039 5.247 -4.779  -0.146
P 1.286 1.621 -1.855  0.220
O 0.966 0.848 -0.412  0.003
Br 2.982 0.280 -2.518  -0.204
N 2.735 3.993 -0.495  1.955
C 2.484 3.245 0.825  -0.964
Br 2.574 4.129 2.593  0.204
C 3.262 1.875 1.068  0.325
C 4.623 1.841 1.803  -0.932
Br 2.086 0.979 2.464  -0.043
N 4.112 3.940 -0.772  -0.114
C 5.135 4.451 0.151  -1.461
C 4.905 2.992 -1.524  -0.074
C 6.000 3.634 -2.487  -1.192
O 5.197 1.867 -1.297  -0.356
C 2.448 5.526 -0.431  -0.068
F 3.018 6.194 0.683  -0.419
P 3.505 6.553 -1.708  0.470
C 2.592 7.652 -2.848  -1.241
C 4.561 7.825 -0.818  -1.346
H 0.567 7.265 4.133  0.301
H -0.819 7.575 3.069  0.252
H -0.372 5.863 3.521  0.322
H 0.147 4.950 1.517  0.274
H -0.695 6.440 1.184  0.605
H 1.057 7.113 -0.465  1.080
H 0.012 7.339 -2.336  -0.026
H -0.620 6.077 -3.274  0.409
H -3.260 6.232 -0.531  0.474
H -2.681 6.517 -2.134  0.449
H -0.974 7.998 -0.162  0.153
H -2.510 9.990 -1.271  0.361
H -1.078 9.272 -1.982  0.291
H -2.652 8.708 -2.571  0.241
H -2.640 9.197 0.752  0.427
H -0.031 3.667 -0.379  -0.448
H -1.357 4.197 -2.864  0.432
H -0.627 2.767 -3.193  0.835
H -3.014 3.322 -1.694  0.293
H -2.411 1.808 -2.270  0.629
H -2.376 0.395 -0.792  0.328
H 1.729 4.986 -3.300  0.263
H 1.314 3.376 -3.742  0.685
H 0.302 1.307 0.131  0.180
H 1.420 2.953 0.878  0.558
H 3.310 1.214 0.190  0.050
H 5.390 1.437 1.104  0.293
H 4.685 1.136 2.650  0.453
H 5.041 2.783 2.187  0.248
H 5.660 5.345 -0.254  0.344
H 5.980 3.760 0.346  0.529
H 4.848 4.741 1.173  0.369
H 5.757 4.703 -2.631  0.232
H 6.081 3.060 -3.418  0.385
H 6.937 3.605 -1.899  0.353
H 2.041 7.202 -3.686  0.256
H 3.327 8.345 -3.310  0.503
H 1.906 8.324 -2.276  0.274
H 3.842 8.548 -0.365  0.409
H 5.154 7.420 0.008  0.400
H 5.118 8.391 -1.582  0.429
C -1.616 -7.013 1.723  -0.761
O -1.962 -6.385 0.500  -0.367
C -3.040 -5.462 0.622  -0.903
C -2.552 -4.042 0.381  -0.155
N -1.708 -3.583 1.478  -0.288
C -1.018 -2.323 1.206  -0.754
C 0.026 -2.317 0.087  0.573
O 1.172 -3.102 0.368  -0.428
C 1.060 -4.473 0.019  -0.612
H -0.873 -7.780 1.509  0.251
H -1.178 -6.296 2.425  0.332
H -2.489 -7.492 2.176  0.384
H -3.546 -5.549 1.588  0.421
H -3.764 -5.717 -0.157  0.421
H -3.417 -3.377 0.290  0.349
H -2.008 -4.037 -0.573  0.186
H -1.011 -4.290 1.676  0.132
H -0.513 -2.037 2.133  0.398
H -1.765 -1.548 1.005  0.259
H 0.390 -1.290 -0.009  -0.459
H -0.399 -2.577 -0.891  0.269
H 0.414 -4.629 -0.849  0.307
H 0.699 -5.060 0.867  0.188
H 2.059 -4.838 -0.226  0.320
C -3.480 -10.470 -0.427  -0.612
O -2.577 -11.418 0.115  -0.382
C -1.948 -10.977 1.314  -0.361
C -2.409 -11.811 2.497  -0.289
N -3.801 -11.526 2.830  -0.292
C -4.380 -12.454 3.801  -0.685
C -4.534 -13.915 3.375  -0.480
O -5.479 -14.115 2.337  -0.419
C -4.965 -13.970 1.024  -0.539
H -3.816 -10.844 -1.394  0.256
H -4.356 -10.345 0.218  0.296
H -2.990 -9.503 -0.579  0.247
H -2.112 -9.911 1.493  -0.068
H -0.872 -11.129 1.179  0.485
H -1.778 -11.587 3.362  0.411
H -2.269 -12.867 2.232  0.186
H -4.356 -11.564 1.983  0.061
H -5.375 -12.072 4.043  0.368
H -3.794 -12.410 4.725  0.391
H -4.925 -14.461 4.239  0.351
H -3.576 -14.387 3.130  0.342
H -3.915 -14.263 0.955  0.278
H -5.095 -12.945 0.669  0.174
H -5.546 -14.617 0.365  0.294

Its multiplicity is 1. As for the frontier orbital gap: 7.0 eV. The net charge is +1. The HOMO energy is -9.5 eV. The lowest unoccupied orbital energy comes out at -2.553 eV. Its energy is -11517.02039 Ha.

---

(2)
The following is a DFT calculation (ωB97M-V/def2-TZVPD) of a cluster of 11 separate species, C35H71FN3O15S5 in total.

Each line ends with the Mulliken charge.
Atoms and positions in Å:
C 13.287 -22.473 24.701  -0.540
C 12.800 -23.957 24.726  0.455
O 11.640 -24.247 24.986  -0.552
N 13.888 -24.976 24.618  0.646
H 14.713 -24.511 23.936  0.006
H 14.408 -24.932 25.631  -0.046
C 13.286 -26.331 24.502  -0.893
H 14.051 -22.509 24.155  0.412
H 13.556 -21.990 25.736  0.111
H 12.369 -21.683 24.454  0.270
H 12.596 -26.710 25.450  0.222
H 14.253 -27.030 24.491  0.280
H 12.880 -26.459 23.614  0.496
C 15.461 -26.022 30.177  -0.502
C 15.062 -24.536 30.314  0.503
O 15.049 -23.979 31.404  -0.461
N 14.468 -23.837 29.109  0.500
H 14.564 -22.782 28.992  0.519
H 14.990 -24.131 28.296  -0.296
C 12.968 -24.194 28.852  -0.976
H 16.542 -26.148 30.075  -0.007
H 14.933 -26.530 29.323  0.225
H 14.957 -26.528 31.011  0.397
H 13.164 -25.143 28.337  0.343
H 12.448 -23.401 28.075  0.258
H 12.417 -24.554 29.509  0.596
C 18.687 -25.563 26.020  -1.471
C 18.304 -24.163 25.369  0.379
O 19.268 -23.456 24.928  -0.288
N 16.987 -23.593 25.421  1.297
H 16.554 -23.783 24.400  0.148
H 16.300 -24.249 25.990  0.101
C 16.772 -22.135 25.665  -0.120
H 18.123 -25.881 26.854  0.492
H 19.666 -25.518 26.461  0.197
H 18.502 -26.411 25.386  0.409
H 15.730 -22.033 25.626  -0.316
H 17.236 -21.376 24.941  -0.364
H 17.107 -21.716 26.553  0.772
O 15.380 -24.969 26.864  -1.407
H 15.865 -25.858 26.995  0.068
O 15.763 -24.206 23.152  -0.919
H 16.213 -23.719 22.528  0.066
F 18.965 -18.750 22.143  -0.124
C 19.257 -19.977 21.608  -0.313
C 19.789 -20.160 20.306  -0.881
C 19.933 -21.408 19.666  -0.987
C 19.404 -22.542 20.355  -0.124
C 18.841 -22.385 21.579  0.726
C 18.796 -21.153 22.242  0.306
H 19.963 -19.250 19.903  0.662
H 20.497 -21.399 18.737  0.408
H 19.291 -23.636 19.994  0.268
H 18.319 -23.220 22.026  -0.177
H 18.290 -20.975 23.114  0.241
C 22.654 -23.322 24.187  -0.831
C 23.938 -22.741 24.626  -0.716
C 23.658 -21.503 25.361  -0.762
S 22.571 -20.705 24.128  1.100
O 23.514 -19.957 23.312  -0.732
O 21.475 -20.022 24.611  -0.487
C 22.091 -22.157 23.351  0.730
H 21.975 -23.584 24.962  0.259
H 22.756 -24.264 23.858  0.555
H 24.638 -22.554 23.817  0.355
H 24.120 -23.671 25.402  0.251
H 24.509 -20.775 25.502  0.397
H 22.886 -21.597 26.189  0.291
H 22.563 -22.353 22.250  0.256
H 20.859 -22.148 23.297  -0.656
C 19.937 -26.436 31.138  -0.638
C 21.411 -26.380 30.606  -1.006
C 21.496 -26.729 29.149  -0.368
S 20.353 -28.035 29.004  1.182
O 21.035 -29.293 28.971  -0.707
O 19.279 -27.779 28.090  -0.575
C 19.517 -27.856 30.527  -0.537
H 19.343 -25.659 30.697  0.208
H 19.684 -26.148 32.161  0.464
H 21.930 -27.064 31.012  0.467
H 21.859 -25.448 31.001  0.413
H 22.410 -27.279 28.813  0.431
H 21.077 -25.972 28.552  0.152
H 19.676 -28.674 31.177  0.429
H 18.326 -27.945 30.339  0.146
C 19.262 -27.027 22.262  -0.523
C 20.343 -25.938 22.498  0.910
C 21.571 -26.348 22.013  -0.924
S 21.237 -27.206 20.551  1.148
O 22.200 -28.244 20.235  -0.689
O 20.907 -26.134 19.582  -0.631
C 19.722 -27.855 21.068  -0.982
H 18.160 -26.623 22.250  0.256
H 19.420 -27.764 23.037  0.289
H 20.538 -25.768 23.508  0.284
H 19.789 -25.005 22.089  -0.760
H 22.123 -27.015 22.703  0.424
H 22.389 -25.501 21.660  0.190
H 19.660 -28.797 21.086  0.668
H 19.339 -27.838 19.933  0.243
C 18.596 -15.707 24.648  -0.436
C 17.696 -15.404 25.828  -1.030
C 17.083 -16.613 26.311  0.393
S 18.219 -17.822 26.296  0.913
O 17.672 -19.076 25.672  -0.430
O 18.870 -17.919 27.577  -0.736
C 19.294 -16.981 25.201  -0.796
H 19.358 -14.934 24.372  0.396
H 18.039 -15.933 23.623  0.110
H 17.089 -14.549 25.603  0.441
H 18.305 -15.076 26.545  0.423
H 16.246 -16.845 25.604  -0.528
H 16.765 -16.603 27.425  0.447
H 19.844 -17.666 24.385  0.009
H 20.099 -16.684 25.548  0.845
C 15.695 -18.703 22.856  1.543
C 15.091 -18.976 21.425  -0.927
C 13.671 -19.504 21.662  -0.733
S 13.081 -18.549 22.997  1.122
O 12.010 -19.262 23.570  -0.676
O 12.865 -17.208 22.520  -0.688
C 14.557 -18.499 23.938  -0.455
H 16.332 -17.723 22.777  -0.361
H 16.334 -19.443 23.188  -0.985
H 15.549 -19.695 20.912  0.575
H 14.985 -18.134 20.724  0.383
H 13.706 -20.457 22.036  0.380
H 13.196 -19.231 20.663  0.426
H 14.667 -19.393 24.599  -0.030
H 14.472 -17.483 24.373  0.416

Its multiplicity is 1. As for the frontier orbital gap: 7.6 eV. The value obtained for the relative energy (zero: lowest compared OMol25 entry of this formula, charge and spin) is 43.51 kcal/mol. The net charge is +1. The HOMO energy is -11.1 eV. The lowest unoccupied orbital energy comes out at -3.499 eV. Its energy is -4759.00767 Ha.